Record 1
107
Properties=species:S:1:pos:R:3:forces:R:3:mulliken_charge:R:1 method="wB97M-V/def2-TZVPD" homo_ha=-0.3325 total_charge=0 largest_force_ev_per_a=1.4
I -6.001 -1.314 -1.867 -0.339 -0.261 -0.034 0.005
O -2.271 5.798 2.629 0.048 0.044 0.077 -0.596
O -3.683 -8.643 1.167 -0.101 -0.177 0.052 -0.588
O 9.094 3.997 2.299 -0.314 0.081 -0.026 -0.678
O 7.521 2.164 0.411 0.125 -0.052 0.077 -0.514
O -6.076 -4.762 1.637 -0.065 0.011 -0.168 -0.630
O 2.102 4.270 -1.831 0.071 0.004 0.325 -0.343
O -9.905 1.705 0.458 -0.364 0.253 0.150 -0.606
O 0.628 -0.333 0.417 0.141 0.074 -0.151 -0.593
O 6.387 -2.048 0.167 0.052 -0.058 -0.085 -0.617
O 4.608 4.978 1.157 0.055 0.212 0.018 -0.569
O 12.898 -1.375 1.552 -0.041 -0.083 0.009 -0.652
O 9.233 -1.493 -0.287 -0.082 -0.296 -0.143 -0.688
O -1.200 3.384 4.822 -0.099 0.072 -0.088 -0.642
O 3.054 0.075 -5.294 0.022 -0.091 -0.175 -0.573
O -2.372 -8.062 -4.966 -0.042 -0.046 -0.077 -0.639
O 9.964 0.090 1.992 0.013 -0.038 0.103 -0.621
O -3.137 3.023 1.406 -0.083 0.125 0.067 -0.539
O 2.601 5.556 -3.448 -0.023 -0.187 -0.042 -0.347
O -6.247 -7.291 0.197 0.119 -0.249 -0.071 -0.575
O -6.922 -5.602 -1.861 -0.027 0.183 0.008 -0.539
O -3.300 -5.321 0.011 -0.097 -0.020 -0.105 -0.612
O -4.694 -7.090 -3.152 0.167 0.016 0.137 -0.614
O -4.924 5.814 1.358 -0.096 -0.091 0.049 -0.633
O 7.981 6.536 0.672 -0.100 -0.037 0.031 -0.630
N 1.741 4.875 -3.068 -0.038 0.229 -0.057 0.145
C -1.153 4.062 -0.232 0.181 -0.365 0.098 -1.015
C -3.244 -1.906 0.539 -0.019 0.048 0.097 -0.508
C -6.763 -1.202 0.138 0.385 0.211 1.339 -0.170
C -1.690 -0.071 0.413 -0.277 0.018 -0.211 0.336
C 2.837 1.672 -2.617 0.216 0.687 0.047 -2.022
C -2.732 0.799 0.729 0.435 0.215 -0.139 0.398
C -1.183 2.716 0.104 -0.334 0.072 0.086 0.626
C -0.293 0.424 0.204 -0.203 -0.167 0.169 0.166
C 4.419 1.953 -0.225 -0.311 -0.321 0.606 -1.157
C -4.010 0.323 0.970 -0.085 -0.029 0.095 -0.831
C -7.370 0.185 0.426 0.060 -0.410 -0.607 -1.365
C -2.413 2.244 0.813 -0.099 -0.180 0.023 0.077
C 2.123 1.364 -1.303 -0.012 0.091 0.183 0.955
C -1.965 -1.426 0.310 0.263 -0.164 0.121 -1.354
C 1.002 2.323 -0.923 -0.097 -0.300 0.026 -0.077
C -4.280 -1.038 0.886 -0.032 -0.002 -0.017 0.517
C -0.133 1.852 -0.226 0.037 0.071 -0.041 0.306
C -5.658 -1.582 1.163 0.172 0.180 -0.016 -0.534
C -0.039 4.544 -0.880 -0.348 0.230 0.059 -0.659
C 3.095 1.198 -0.096 0.286 -0.431 -0.604 -0.535
C 0.999 3.688 -1.207 0.144 0.099 -0.258 0.741
H 3.644 -0.646 -5.052 -0.011 0.010 0.046 0.296
H -1.156 -2.105 0.073 -0.028 -0.001 -0.004 0.507
H -10.824 1.750 0.746 -0.006 -0.015 -0.074 0.292
H 9.534 4.687 2.808 0.113 -0.055 -0.029 0.297
H 0.014 5.595 -1.132 0.176 -0.036 -0.062 0.481
H -6.749 -4.834 -1.305 -0.008 0.094 -0.069 0.293
H 7.547 2.735 -0.364 -0.061 -0.015 -0.011 0.288
H -7.257 0.465 1.474 0.188 -0.052 0.000 0.317
H 8.191 3.983 2.641 0.032 -0.092 0.076 0.339
H -4.174 -5.478 0.391 0.018 -0.035 0.164 0.355
H 3.443 2.574 -2.551 0.047 -0.077 0.066 0.250
H 2.855 -0.080 -6.222 -0.014 0.017 0.003 0.279
H 4.269 3.011 -0.431 0.175 0.019 -0.059 0.192
H -4.562 -6.750 -4.043 0.158 -0.069 -0.001 0.323
H 7.339 -1.903 0.065 -0.077 0.044 0.163 0.388
H 9.802 1.037 1.971 0.090 0.015 0.070 0.289
H -1.277 4.345 4.822 0.066 0.000 0.054 0.340
H -9.463 2.376 0.989 0.054 -0.017 -0.041 0.301
H 4.950 1.848 0.720 0.053 0.240 -0.018 0.427
H -4.790 1.029 1.223 0.030 0.005 0.051 0.609
H 9.882 -2.173 -0.070 0.074 0.090 0.051 0.316
H 8.063 5.645 1.031 0.131 -0.051 -0.069 0.334
H 9.263 -0.286 1.442 0.132 0.057 -0.123 0.345
H 5.068 1.487 -0.965 -0.103 0.183 -0.203 0.290
H -3.723 -9.456 1.680 -0.004 0.006 0.000 0.282
H 9.041 -1.630 -1.222 0.047 0.136 -0.023 0.308
H -8.435 0.156 0.238 -0.011 0.083 -0.213 0.395
H -7.734 -5.386 -2.329 0.045 -0.004 -0.076 0.248
H -4.927 -6.315 -2.627 -0.325 -0.054 -0.122 0.282
H -6.372 -5.359 0.935 0.030 -0.346 0.160 0.206
H 2.140 1.848 -3.436 -0.050 -0.299 -0.022 0.389
H 13.074 -1.796 2.398 0.028 0.002 -0.009 0.312
H -5.588 -2.659 1.324 -0.121 0.135 -0.316 -0.001
H -5.987 -1.159 2.118 -0.086 -0.079 0.004 0.478
H -2.306 4.894 2.952 0.049 -0.087 -0.230 0.232
H -2.919 5.806 1.913 -0.059 0.125 0.086 0.290
H 12.104 -0.850 1.709 -0.201 0.150 -0.010 0.339
H 1.644 0.398 -1.448 -0.059 0.042 0.066 0.583
H -5.596 -7.977 0.398 0.189 0.165 0.167 0.301
H -5.031 5.017 1.890 0.068 -0.042 -0.053 0.313
H -6.933 0.943 -0.222 0.003 0.157 0.213 0.393
H 6.316 -2.832 0.720 -0.039 0.015 0.009 0.293
H -1.999 4.679 0.034 0.094 0.126 -0.020 0.437
H -6.421 -7.388 -0.747 -0.123 0.217 0.000 0.310
H -6.238 -5.266 2.440 0.048 -0.009 0.002 0.284
H 3.530 0.879 -2.890 -0.237 -0.223 0.012 0.399
H -2.564 -8.557 -4.163 -0.075 0.113 0.051 0.322
H -2.743 -8.456 1.078 -0.043 0.173 -0.065 0.301
H 4.796 5.780 1.655 0.005 -0.010 0.018 0.296
H -2.664 -8.636 -5.681 0.042 -0.003 -0.010 0.315
H 3.331 0.132 -0.034 -0.011 0.013 0.078 0.297
H 7.308 6.457 -0.011 -0.021 0.015 0.018 0.324
H 2.580 1.426 0.836 0.027 0.170 -0.017 0.388
H 3.780 5.171 0.704 -0.003 -0.095 -0.036 0.267
H -3.431 -2.972 0.466 0.001 0.064 -0.047 0.577
H 8.274 2.445 0.939 0.091 0.138 -0.065 0.237
H -3.325 -5.758 -0.847 0.068 -0.037 0.010 0.295
H -5.763 5.916 0.899 0.050 0.056 -0.071 0.295
H -7.553 -1.938 0.268 0.071 -0.146 -0.447 0.529
H -1.905 3.080 4.241 0.016 -0.096 0.038 0.329

Record 2
94
Properties=species:S:1:pos:R:3:forces:R:3:mulliken_charge:R:1 method="wB97M-V/def2-TZVPD" smiles="NC(N)=O.NC(N)=O.CC(C)O.CC(C)O.CC(C)O.CC(C)O.CC(C)O.CC(C)O.CO" homo_ha=-0.3345 total_charge=0 largest_force_ev_per_a=11.1
O -4.655 -2.266 -0.835 -10.960 -0.025 1.988 -0.592
O -1.755 -4.554 2.843 0.038 4.616 -1.304 -0.829
O 1.969 -1.785 -0.522 -4.813 5.003 2.587 -0.800
O -2.091 0.316 2.190 -0.376 -6.492 -3.402 -0.108
O -2.198 0.608 -6.150 -5.182 1.584 -5.281 -0.586
O 1.439 2.264 -5.329 -2.805 -2.132 -7.475 -0.551
O 2.141 2.271 0.613 -6.310 3.078 -6.962 -0.610
O -0.947 2.529 -0.024 1.469 3.617 1.930 -0.692
O 1.339 -1.709 4.104 -8.493 6.549 -1.179 -0.411
N 0.779 0.276 -0.672 -1.292 3.734 -3.483 2.382
N -1.793 -2.247 3.100 -1.408 0.514 2.194 -0.093
N -0.961 -3.086 1.282 1.164 1.196 -3.135 0.226
N 0.616 -0.776 1.184 0.501 -2.686 3.641 2.583
C 2.125 0.790 -3.610 -0.979 0.819 0.439 -1.018
C -1.423 0.317 -5.180 6.870 0.909 4.580 0.886
C -2.003 2.353 -0.874 -0.712 -2.954 -0.145 -0.161
C 3.290 -2.194 2.913 -1.610 0.626 -0.572 -1.178
C -2.892 1.641 3.981 -0.036 -2.525 -0.025 -1.570
C -0.436 -0.756 -5.647 1.317 0.526 0.445 -1.598
C 2.967 1.690 1.369 2.796 -3.818 4.349 2.131
C 4.098 0.887 0.604 -0.544 -0.033 1.719 -1.498
C -2.760 -1.183 -0.676 0.838 2.389 0.337 0.499
C -2.031 1.462 2.683 1.815 8.400 6.601 0.622
C -1.560 -3.319 2.399 0.412 -7.098 1.739 0.348
C 0.866 2.904 -3.133 1.785 0.778 0.802 -0.425
C 1.763 2.213 -4.109 3.094 -1.410 6.485 0.089
C -3.466 -2.388 -1.112 10.456 -2.870 -1.008 0.444
C -1.947 0.206 -3.773 2.043 3.377 0.307 -0.859
C -3.194 -2.860 -2.538 1.292 1.317 1.492 -1.762
C 3.363 2.745 2.393 0.376 -0.643 1.567 -1.773
C 3.035 -2.334 5.340 1.537 -2.903 -0.420 -2.002
C 2.303 -2.494 4.032 6.771 -6.090 2.336 0.674
C 1.084 -0.803 -0.038 5.992 -5.688 -2.003 -0.307
C -0.585 1.770 3.111 1.620 0.536 -1.383 -0.821
H 2.265 0.977 1.874 1.628 -0.622 0.907 -0.640
H -0.840 1.231 -4.960 0.924 -0.158 -0.472 -0.068
H 2.860 -2.517 1.975 0.260 -0.480 -0.539 0.264
H 0.418 -1.023 -4.984 -0.968 0.020 -0.064 0.307
H -3.567 -3.826 -2.547 -0.654 -2.016 -0.458 0.539
H -2.343 2.275 2.049 -0.102 0.379 -0.866 0.150
H -3.055 2.618 4.369 0.382 1.025 0.039 0.424
H 4.269 -2.599 3.072 0.372 -0.332 0.058 0.525
H 1.312 0.571 -1.516 -1.056 -0.724 0.858 -1.016
H 1.406 2.869 -2.148 -0.441 0.748 -0.749 0.005
H -1.695 1.012 -6.889 -0.574 -0.508 0.794 0.455
H 1.096 -1.423 1.844 -0.837 0.758 -0.587 -0.428
H -2.387 1.004 4.769 -0.805 0.641 -0.597 0.318
H -0.673 -2.120 1.126 -0.065 -0.876 -0.353 -0.493
H 0.102 0.973 3.498 -1.138 -0.069 -0.271 0.050
H -3.906 1.244 3.788 0.281 -0.098 0.181 0.380
H 3.828 -3.065 5.456 0.495 0.002 -0.077 0.423
H 4.742 1.532 0.036 0.594 0.507 0.073 0.429
H 1.204 0.243 -3.405 0.040 -0.204 0.131 -0.102
H 1.560 1.550 0.207 1.287 1.910 0.411 0.181
H 0.040 0.911 -0.275 1.062 -0.725 -0.813 -0.521
H -4.681 -2.475 0.096 -1.184 0.147 0.429 0.411
H 1.943 -3.529 4.122 0.322 -0.476 -1.233 0.167
H -0.043 2.400 -2.941 -1.332 -0.374 -0.340 -0.088
H 2.527 -2.366 6.244 -2.007 -0.613 1.435 0.515
H 4.037 2.317 3.115 0.187 -0.465 0.676 0.434
H 3.389 -1.397 5.362 1.964 3.559 -0.139 0.515
H -2.105 -2.866 -2.776 -0.966 0.281 -0.093 0.235
H -0.547 -3.800 0.726 0.054 -0.466 -0.089 0.262
H 2.719 2.665 -4.110 1.589 1.229 1.251 0.406
H -2.180 3.144 -1.577 -0.272 0.615 -0.185 0.542
H 1.111 3.089 -5.616 -0.495 1.418 -0.330 0.385
H -2.957 -0.327 -1.327 0.053 -0.113 -0.157 0.457
H 2.521 3.226 2.990 0.767 -0.813 -1.178 0.259
H 2.623 0.257 -4.382 0.727 -0.493 -0.519 0.552
H -1.517 -1.310 2.955 0.105 0.521 -0.427 0.123
H -0.513 2.533 3.872 -0.260 0.415 0.148 0.507
H 2.756 0.869 -2.691 -0.344 -0.150 -0.789 0.337
H 0.034 -0.077 1.613 0.142 0.359 -0.385 -1.665
H 0.624 -2.051 4.657 0.214 0.168 -0.243 0.343
H -2.159 -2.547 3.955 -0.723 0.313 1.671 0.235
H -1.576 1.485 -1.429 -1.699 0.280 -0.150 -0.588
H -2.980 -3.206 -0.496 -0.229 0.285 -0.276 0.271
H -1.081 3.458 0.319 1.020 -1.544 0.022 0.341
H 0.778 3.916 -3.565 -0.534 -0.051 0.922 0.514
H -0.054 2.172 2.206 -0.155 -0.266 0.794 -0.034
H -2.688 -0.438 -3.762 -3.438 -3.651 0.865 0.683
H -2.933 0.311 1.766 -1.081 -1.221 -0.839 0.050
H 0.080 -0.367 -6.536 -0.220 0.020 0.005 0.386
H 3.988 3.497 1.985 0.244 1.081 -0.916 0.450
H -2.399 1.189 -3.445 0.445 -0.829 -0.538 0.238
H -3.828 -2.237 -3.094 -0.409 0.821 -1.710 0.447
H 3.349 -1.105 2.775 0.203 -0.076 0.441 0.112
H -0.993 -1.603 -5.963 -0.373 -1.105 -0.125 0.415
H 3.800 0.096 -0.074 -1.041 0.100 -0.261 0.232
H 4.602 0.283 1.361 0.700 0.420 0.035 0.382
H -1.727 -1.439 -0.698 1.175 0.493 0.204 -0.375
H -3.076 -0.812 0.344 0.352 -1.006 -0.975 -0.405
H -2.863 2.102 -0.182 0.077 0.097 -1.585 0.261
H -1.097 0.018 -3.060 -0.927 -0.287 -0.780 -0.133